Entry 1:
The following is a DFT calculation (ωB97M-V/def2-TZVPD) of a structure of composition C25H31N3O2 in a non-equilibrium geometry.

CARTESIAN COORDINATES (ANGSTROEM)
C: -5.3780 -2.7207 -0.0128
H: -4.9674 -3.1311 -1.0640
H: -6.3532 -2.5353 -0.1175
H: -5.0813 -3.4605 0.6490
C: -4.7442 -1.5390 -0.0055
C: -3.3303 -1.5827 0.1865
C: -2.6488 -1.4943 -0.8817
C: -1.2129 -1.5234 -1.1925
C: -0.5513 -1.8564 -0.0035
C: -1.1752 -2.0477 1.2708
C: -2.6394 -1.6040 1.3163
H: -3.2238 -1.7947 2.1286
H: -0.6775 -2.4066 2.0904
C: 0.9661 -2.0336 0.0654
N: 1.6262 -1.3938 -0.8740
N: 2.8871 -1.6455 -0.8025
C: 3.7655 -2.5854 -0.0865
O: 4.8578 -2.6870 -0.3186
C: 3.1196 -2.8470 1.0185
C: 1.5277 -3.2273 0.8953
H: 0.9618 -3.4980 1.6023
H: 1.3720 -4.0660 0.2906
H: 3.5488 -3.7042 1.5252
H: 3.0132 -2.0968 1.9946
C: 3.6000 -0.5325 -2.0954
C: 4.5592 0.3359 -1.1088
C: 3.7051 0.7189 0.0645
O: 3.6492 0.5111 1.1120
N: 3.0079 2.0409 -0.0913
H: 3.1995 2.4437 -1.0507
C: 2.3298 2.9295 0.7258
C: 2.8828 4.1899 0.8201
H: 2.4242 4.7922 1.7544
H: 2.8006 4.6558 0.0003
H: 3.9335 4.0800 1.2156
H: 2.4556 2.4590 1.7482
C: 0.8715 2.8964 0.1969
H: 0.3140 3.5492 1.3443
H: 0.7449 3.3968 -0.6019
C: 0.0626 1.6378 0.4385
C: -1.1848 1.5694 0.1194
C: -1.7670 1.8502 -1.1360
C: -3.0479 1.9220 -1.7041
C: -3.9807 1.8837 -0.7328
C: -3.6871 1.9508 0.5004
C: -2.1020 1.6387 0.9148
H: -1.9083 1.4888 2.0116
H: -4.2118 1.7862 1.3758
H: -4.9373 2.2694 -1.1413
H: -3.3478 2.1319 -2.7268
H: -0.8392 1.7753 -2.1872
H: 0.2849 1.0978 1.2801
H: 0.8827 0.9212 -0.4643
H: 4.8853 1.0036 -1.6868
H: 5.4538 -0.2844 -0.5726
H: 4.2685 -1.1833 -2.3322
H: 2.7798 -0.2652 -2.4732
H: -0.7199 -1.4372 -1.9376
H: -3.0537 -1.0259 -1.9400
H: -4.9519 -0.9827 1.4034
H: -5.0179 -0.7342 -0.7176

Values from the calculation:
Frontier orbital gap, Eh: 0.3038
F_max, eV Å⁻¹: 19.2
Energy relative to the best compared isomer or geometry (same formula, charge and spin), kJ/mol: 2597.5



Entry 2:
The following is a DFT calculation (ωB97M-V/def2-TZVPD) of the molecule C18H21NO2 in a non-equilibrium geometry.

CARTESIAN COORDINATES (ANGSTROEM)
C: 6.3059 -0.3477 0.3383
C: 5.6473 -1.0294 1.4094
C: 4.4909 -0.5056 2.0838
C: 4.0513 0.6641 1.4731
C: 4.7099 1.1395 0.2147
C: 5.8723 0.7834 -0.2462
H: 6.3494 1.3708 -1.1346
H: 4.2687 2.0547 0.0076
C: 2.9080 1.1928 2.1612
H: 2.9694 2.3584 2.1895
H: 2.6904 0.8624 3.3290
C: 1.7002 0.9375 1.3724
C: 1.3322 -0.5429 0.9476
N: 0.1999 -0.6498 0.2379
H: 0.2999 -1.7721 -0.1681
C: -1.0199 -0.2481 0.6370
C: -2.1104 -0.5769 -0.6184
C: -1.8689 0.3654 -1.6972
H: -1.0403 0.0668 -2.0115
O: -2.8312 0.0855 -2.6173
C: -4.0672 -0.2697 -2.2120
C: -5.0876 -0.0113 -2.9931
C: -6.5007 -0.2375 -2.5824
C: -6.7133 -0.2407 -1.2676
C: -5.7417 -0.7084 -0.2837
C: -4.4823 -0.3669 -0.8555
O: -3.3636 -0.4180 -0.0898
H: -5.9797 -0.6159 0.7689
H: -7.6906 -0.3733 -1.0095
H: -7.3029 -0.1931 -3.4591
H: -4.9602 -0.1072 -4.0736
H: -1.9956 1.1978 -1.3620
H: -2.0805 -1.6711 -0.7735
H: -1.3131 -0.9787 1.4102
H: -1.0855 0.6888 0.8571
H: 2.0949 -0.9492 0.9723
H: 1.0170 -1.0224 2.1157
H: 1.7612 1.7013 0.2963
H: 0.7752 1.5852 1.7459
H: 4.2973 -0.8398 3.0757
H: 6.1580 -1.7535 1.7957
H: 7.3363 -0.6253 0.0162

Values from the calculation:
Frontier orbital gap, Eh: 0.3297
Structure (SMILES): c1ccc(CCCNC[C@@H]2COc3ccccc3O2)cc1
F_max, eV Å⁻¹: 17.4
Energy relative to the best compared isomer or geometry (same formula, charge and spin), kJ/mol: 1294.8



Q: Among the records above, which one has the lowest energy relative to the best compared isomer or geometry (same formula, charge and spin)?
A: C18H21NO2



Q: Among the records above, which one has the highest energy relative to the best compared isomer or geometry (same formula, charge and spin)?
A: C25H31N3O2



Q: Which of these has the highest F_max?
A: C25H31N3O2